Entry 1:
Formula: C18H16N2O3
Source: the OMol25 dataset
Level of theory: ωB97M-V/def2-TZVPD

Geometry as XYZ:
```
39
Properties=species:S:1:pos:R:3:forces:R:3
C -6.5313 -0.1275 0.1303 -0.1959 -0.0983 -0.0332
O -5.2646 0.4401 0.3540 0.3288 0.0917 0.0281
C -4.1582 -0.3199 0.1114 0.1467 -0.0151 0.0104
C -4.1789 -1.6327 -0.3453 -0.3099 0.1235 0.0343
C -2.9841 -2.3087 -0.5394 0.1023 -0.0227 0.0119
C -1.7734 -1.6954 -0.2957 0.0266 0.0173 -0.0246
C -1.7449 -0.3728 0.1450 -0.4566 -0.3121 -0.0160
C -0.4633 0.2699 0.4141 0.5688 0.5633 0.0091
N 0.5108 -0.3904 1.0190 -0.4579 -0.8107 0.1548
N 1.5229 0.4592 1.1721 -0.3164 0.6469 -0.1273
C 2.7665 0.0148 1.7457 0.4635 -0.2456 0.0711
C 3.8034 -0.2136 0.6713 0.0506 0.0334 0.0579
C 5.0498 0.3908 0.7373 -0.1101 -0.0541 0.0688
C 5.9838 0.1744 -0.2618 0.1097 0.0063 -0.0630
C 5.6739 -0.6393 -1.3373 0.1030 0.0340 -0.0227
C 4.4282 -1.2411 -1.4105 -0.0612 -0.0425 -0.0192
C 3.4978 -1.0316 -0.4096 0.0156 -0.0160 0.0113
C 1.2424 1.6671 0.6713 -0.4687 0.1039 -0.1617
C -0.0449 1.6057 0.1569 0.3063 -0.4250 0.2651
C -0.6945 2.7050 -0.5472 0.0616 0.6710 -0.1618
O -0.3508 3.8611 -0.4670 0.0502 -0.0590 0.0272
O -1.7053 2.3182 -1.3426 -0.2201 -0.3036 -0.1757
C -2.9360 0.3022 0.3580 -0.0907 -0.1400 0.0232
H -6.6997 -1.0019 0.7676 0.0119 0.0260 -0.0389
H -7.2516 0.6477 0.3877 0.0133 -0.0893 -0.0306
H -6.6665 -0.4112 -0.9188 0.0095 -0.0051 0.0462
H -5.1096 -2.1392 -0.5468 -0.0958 -0.0053 -0.0033
H -3.0098 -3.3313 -0.8869 0.0019 -0.0687 -0.0284
H -0.8446 -2.2226 -0.4440 0.0937 -0.0583 -0.0256
H 3.1198 0.7570 2.4667 -0.0764 -0.1086 -0.0457
H 2.5509 -0.9220 2.2678 -0.0330 0.2184 0.0005
H 5.2942 1.0298 1.5739 0.0108 0.0796 0.0899
H 6.9529 0.6470 -0.2016 0.0793 0.0400 -0.0023
H 6.4008 -0.8030 -2.1188 0.0609 -0.0114 -0.0624
H 4.1822 -1.8754 -2.2490 -0.0218 -0.0560 -0.0674
H 2.5250 -1.4988 -0.4605 -0.1119 -0.0477 -0.0248
H 1.9384 2.4806 0.6848 0.1787 0.1705 0.0010
H -2.0874 3.0937 -1.7815 0.2378 0.0594 0.1931
H -2.9441 1.3141 0.7294 -0.0050 0.1101 0.0307
```
Positions in Å, forces in eV/Å.

Values from the calculation:
Relative energy (zero: lowest compared OMol25 entry of this formula, charge and spin)   1.770 eV
DFT total energy   -28048.4640 eV
Spin multiplicity   1

=====

Entry 2:
Formula: C4H7NO
Source: the OMol25 dataset
Level of theory: ωB97M-V/def2-TZVPD

Geometry as XYZ:
```
13
Properties=species:S:1:pos:R:3:forces:R:3
O 2.3637 1.7430 -0.6493 0.1311 -0.0703 0.0761
C 0.5511 -0.3821 -0.1357 -0.0281 0.0862 0.1254
C -0.2156 -1.6646 0.1228 -0.0894 -0.1529 -0.0005
C -1.1873 -0.6145 -0.2334 -0.3600 -0.3408 -0.2571
N -1.5097 0.1519 0.9659 -0.0651 -0.0002 -0.0101
C -0.2862 0.6254 0.3722 0.2488 0.2834 -0.0597
H 2.8677 1.5853 0.1579 0.0045 0.1160 -0.1379
H 1.9268 0.8770 -0.8011 0.0056 0.0890 0.0241
H -0.3529 -1.9966 1.1535 0.0005 0.0493 -0.1216
H 0.0102 -2.4607 -0.5819 -0.0313 0.1419 0.1154
H -1.7084 -0.4652 -1.1717 0.1037 0.0160 0.1515
H -2.2498 0.8309 0.7892 0.1050 -0.0502 0.0058
H -0.1661 1.6711 0.0900 -0.0253 -0.1675 0.0884
```
Positions in Å, forces in eV/Å.

Values from the calculation:
Relative energy (zero: lowest compared OMol25 entry of this formula, charge and spin)   5.204 eV
DFT total energy   -7794.4408 eV
Spin multiplicity   1

=====

Entry 3:
Formula: C46H84F6N3O40S3
Source: the OMol25 dataset
Level of theory: ωB97M-V/def2-TZVPD

Geometry as XYZ:
```
182
Properties=species:S:1:pos:R:3:forces:R:3
N 4.6727 0.0314 4.4591 -1.0390 0.3965 0.5921
H 3.8586 -0.2862 3.9527 -0.2619 -0.2494 -1.1413
H 4.4219 -0.1962 5.4107 0.6853 -0.4212 0.6665
H 4.6893 1.0410 4.4363 0.3039 0.6716 -0.4113
H 5.5422 -0.3671 4.1346 0.3842 -0.3263 -0.1043
N -0.6770 -1.4952 8.6464 1.0765 0.6012 -0.4479
H -0.8350 -1.6353 7.6588 -0.8303 -0.6897 -0.4903
H -1.0340 -0.5818 8.8882 -0.4764 0.2911 0.4574
H 0.3305 -1.4396 8.6900 0.6967 0.0345 0.4437
H -0.9687 -2.2321 9.2725 -0.6253 -0.4553 0.0512
N -0.1282 4.2113 4.9000 -0.6791 -0.6875 0.2996
H -0.3383 3.2733 4.5901 0.1536 -0.5739 -0.9639
H 0.8665 4.3120 5.0433 0.5930 0.4133 0.1492
H -0.6560 4.2552 5.7599 0.1013 0.6962 0.6938
H -0.5018 4.8885 4.2504 0.0269 0.4049 -0.4848
C 5.1528 7.7451 6.9720 -1.0484 -3.5341 0.2646
O 4.5398 8.2317 8.1825 -0.6477 1.8316 0.5466
O 4.4710 6.5499 6.6288 1.4696 2.7899 -0.8690
C 5.4201 8.8916 5.8825 -1.6060 0.2745 1.6561
F 6.3792 8.7378 4.9782 0.2613 -1.0880 -0.3005
F 4.2608 9.0827 5.2708 -0.9858 0.1552 -1.4251
F 5.7033 10.1107 6.4210 0.2055 -0.1627 0.7275
C 3.2152 8.7916 8.1893 -0.1397 0.6247 0.7393
C 2.8416 9.3450 9.6051 1.5303 -0.4683 -0.0153
H 3.6625 9.9635 9.9679 0.2084 -0.0336 0.0153
H 1.9710 9.9924 9.7101 -0.2988 -0.3077 -0.6503
H 2.7587 8.5102 10.3011 -0.1167 -0.0029 0.1184
H 2.4268 8.0682 7.9814 0.2501 -0.3468 -0.6260
H 3.1268 9.6520 7.5260 0.1135 -0.1822 -0.4650
H 6.1563 7.5151 7.3302 0.4314 -0.0195 0.1663
C -0.1827 -0.0451 0.6469 1.2370 -0.4805 3.7257
O 0.5598 1.1409 0.4675 0.4818 2.1033 -1.7774
O 0.0460 -0.3604 1.9934 -1.4438 0.0352 -1.9153
C -1.6990 0.0505 0.1919 1.9822 -0.2897 -0.2054
F -2.2164 -1.1607 0.2972 -0.5731 -1.1858 0.1672
F -2.5408 0.8700 0.7955 -0.0898 0.8826 0.6738
F -1.7355 0.3523 -1.1263 -0.0578 0.3782 -0.4868
C 1.3360 1.4004 -0.7269 0.8775 0.4038 0.6900
C 2.1231 2.7458 -0.5212 -1.7474 -1.4568 -0.1427
H 2.7769 2.6243 0.3424 -0.1417 0.3670 0.0341
H 2.6970 2.9956 -1.4135 -0.0747 0.0316 0.0764
H 1.2786 3.4203 -0.3802 0.6282 0.7529 0.3135
H 0.7600 1.4711 -1.6495 -0.3169 -0.1148 0.1065
H 2.1309 0.6667 -0.8612 -0.2871 -0.7447 0.0011
H 0.2542 -0.7964 -0.0109 -0.1808 -0.4391 -0.5426
C 3.0430 0.5426 -8.5941 1.3661 0.2370 0.1192
C 4.5081 0.7199 -9.2082 -1.6282 0.9554 -0.2055
C 4.6607 1.5605 -10.4668 -0.3929 -0.4849 -1.2146
O 5.7524 2.4867 -10.2338 -0.8524 -0.9352 -0.6123
C 6.0322 2.4339 -8.9284 2.4153 3.0845 0.6066
O 6.8373 3.2006 -8.3879 -2.2408 -2.4761 -1.1238
O 5.2914 1.5163 -8.3537 0.1597 -0.7244 3.0903
H 3.2476 0.3043 -7.5504 -0.2090 -0.5639 -0.0046
H 2.4211 -0.2081 -9.0816 0.5053 -0.3156 -0.0024
H 2.3854 1.4076 -8.5074 0.5916 0.5855 -0.5295
H 4.9891 -0.2508 -9.3289 -0.0969 -0.0717 0.1908
H 3.7517 2.1083 -10.7152 0.1440 0.1796 0.0502
H 4.8896 0.8647 -11.2740 0.2363 0.5354 -0.3600
C 14.8410 4.2124 1.0821 -2.0581 0.4119 -0.7025
C 13.3317 4.7581 1.3021 2.9572 0.0164 0.3677
C 12.4365 4.9874 0.0685 0.1570 0.9874 0.1920
O 11.2795 4.1978 0.3234 0.4820 -0.2311 0.4517
C 11.4908 3.4692 1.4217 -1.4670 -4.2355 1.6230
O 10.7601 2.5009 1.7354 2.4719 3.6808 -0.6639
O 12.6713 3.7975 2.0949 -2.7263 -0.8213 -1.3853
H 14.7529 3.2076 0.6689 -0.0320 -0.0773 -0.0065
H 15.4348 4.1405 1.9933 -0.3022 0.3421 0.0145
H 15.3303 4.8180 0.3193 0.1611 0.1456 0.2091
H 13.3702 5.6524 1.9241 0.1196 0.2161 -0.2704
H 12.8468 4.7711 -0.9179 0.1724 -0.4704 0.2060
H 12.1155 6.0287 0.0400 0.0203 0.0137 -0.0173
C 1.9693 -9.3168 2.5200 -0.0726 0.2032 -0.2535
C 1.0095 -8.1603 2.7798 0.7944 -0.2765 0.3422
C -0.4457 -8.3507 2.3834 0.5382 -1.3536 -0.3173
O -1.1779 -8.2587 3.6137 0.3475 1.2078 0.0927
C -0.2930 -7.9128 4.5990 -2.6580 -0.1814 4.0610
O -0.5655 -7.6633 5.7829 -0.1696 -0.3682 -3.2025
O 0.9233 -8.0290 4.2202 2.4579 0.6405 -1.4584
H 1.6621 -10.1286 3.1793 -0.1213 -0.2763 -0.3962
H 3.0229 -9.1446 2.7399 -0.1421 0.5930 0.2854
H 1.9778 -9.5826 1.4629 -0.3780 -0.2920 0.0348
H 1.2928 -7.2109 2.3254 0.6920 0.0147 0.4191
H -0.5876 -9.3554 1.9854 -0.2856 0.0554 -0.0682
H -0.6316 -7.6182 1.5979 -1.0011 0.1091 0.4517
C 9.4963 -2.0810 -3.2606 -1.2759 0.8856 -0.4066
C 8.4599 -3.2083 -3.3218 1.5690 -0.9514 0.1246
C 9.1561 -4.5388 -2.9466 -0.8202 0.2939 -0.1946
O 8.4651 -4.8649 -1.7542 -0.3338 -1.1086 1.9467
C 7.5906 -3.8944 -1.3579 -0.6807 -0.7417 3.2995
O 6.9523 -3.7420 -0.3139 1.7655 -1.7053 -1.8928
O 7.5154 -3.0199 -2.2735 -0.3224 2.8424 -2.4405
H 9.9722 -1.9781 -2.2854 -0.1946 -0.5679 0.1968
H 8.9055 -1.1711 -3.3660 0.3851 0.3561 -0.3044
H 10.3052 -2.1064 -3.9907 -0.3495 -0.2388 -0.2500
H 7.8361 -3.4139 -4.1917 0.5243 0.9165 -0.4632
H 10.2290 -4.4560 -2.7731 -0.1007 0.1809 0.2657
H 9.0103 -5.3112 -3.7018 -0.1825 -0.1248 0.1747
C -11.4870 -11.6265 -0.2668 0.4318 0.2858 0.5261
C -10.0285 -11.3319 0.2534 -1.2936 -1.6158 -2.1565
C -8.9337 -12.2460 -0.2847 1.2500 -0.7271 1.4989
O -7.7751 -11.3869 -0.1602 0.3177 1.0194 -0.6311
C -8.1963 -10.1680 -0.5328 0.3115 2.5413 -0.1853
O -7.5144 -9.1901 -0.8577 -2.2819 -3.2431 1.0113
O -9.6046 -10.1778 -0.4340 1.6657 2.1667 -0.3257
H -12.0441 -12.4314 0.2126 0.4853 -0.0868 0.4674
H -11.5527 -11.8630 -1.3288 0.5371 0.2305 -0.0656
H -12.0738 -10.7233 -0.0992 0.0340 0.0548 -0.0422
H -9.9821 -11.1918 1.3333 0.0360 -0.0628 0.0214
H -8.9474 -12.5028 -1.3439 -0.8178 -0.1954 0.1170
H -8.6174 -13.0744 0.3492 -0.6789 -0.3516 -0.2313
C -9.0568 3.3425 6.2506 -0.9931 1.4563 1.3024
C -10.2460 3.5143 7.2622 -0.0213 0.1353 -0.0272
C -9.9574 4.2796 8.5636 1.7942 -2.3377 1.7329
O -11.0337 5.0857 8.8705 -1.7624 1.8329 -2.4278
C -11.7385 5.2530 7.6809 -3.7228 1.6720 -0.6927
O -12.7131 6.0195 7.4629 4.5521 -3.1401 1.2943
O -11.3150 4.3190 6.7705 -0.4193 1.3590 -0.3256
H -8.3327 2.6827 6.7285 -0.0737 -0.3071 -0.4654
H -8.5889 4.3236 6.1691 0.1757 0.1191 0.0645
H -9.3581 3.1166 5.2277 -0.1292 -0.6580 0.3522
H -10.7171 2.5620 7.5057 0.2722 -0.2364 -0.1126
H -8.9801 4.7591 8.6197 -0.1244 0.6753 -0.5118
H -9.9534 3.6177 9.4297 0.4330 -0.5764 -0.1822
C -1.1001 -5.2040 -5.3885 -1.2550 0.4547 -0.3243
C -0.3313 -6.3349 -6.0827 1.7557 1.5025 0.8500
C 1.0947 -6.4400 -5.4929 -0.2676 1.6924 -1.0339
O 0.8884 -7.3833 -4.5099 2.3321 -0.6213 2.0822
C -0.1860 -8.0998 -4.7209 -1.6174 -2.8953 1.1870
O -0.5542 -9.0963 -4.1221 1.0887 1.9483 -0.8177
O -0.8591 -7.5707 -5.7212 -1.6746 -0.5746 -1.2964
H -2.1391 -5.4809 -5.2102 -0.3376 -0.1296 -0.9917
H -1.0556 -4.2715 -5.9512 -0.1305 -0.1067 -0.1963
H -0.9300 -4.8970 -4.3565 1.4352 -0.5543 0.1391
H -0.1635 -6.2758 -7.1581 -1.0541 0.2475 -0.0301
H 1.4324 -5.4881 -5.0830 -0.2242 -0.0808 0.4209
H 1.8630 -6.6703 -6.2310 -0.0459 -0.8739 0.0351
C 5.4987 10.2478 -6.2605 -0.4135 0.3359 -0.3008
C 4.9546 11.0097 -5.0565 0.2818 -1.6516 -0.6280
C 5.2648 10.3019 -3.7525 -1.4191 -1.2046 0.1786
O 5.8930 11.2588 -2.9413 -0.5709 -2.1654 1.5072
C 6.0601 12.3428 -3.5982 1.8011 3.9705 -0.5412
O 6.5820 13.3279 -3.1003 -1.2244 -1.5358 -1.7573
O 5.6389 12.1763 -4.9083 1.9101 3.3600 1.1000
H 5.2326 9.1909 -6.2454 -0.3631 0.0856 -0.0838
H 6.5870 10.2769 -6.3144 0.0268 0.2255 0.3202
H 5.1156 10.7501 -7.1487 0.0513 -0.3652 -0.2270
H 3.9153 11.3186 -5.1684 -0.3012 -0.6901 -0.0307
H 5.9142 9.4317 -3.8477 -0.0773 0.0377 -0.0676
H 4.2953 10.0367 -3.3307 0.2985 -0.4055 0.5208
C -9.4352 -3.7033 -4.4548 -1.6126 -0.0754 -0.3669
C -9.4720 -4.8984 -5.3554 1.8164 -0.5333 0.3793
O -10.7293 -5.4967 -5.1588 -1.2371 -0.6615 0.1680
S -11.9256 -4.4147 -5.0311 1.6136 0.4178 -0.5030
O -12.6774 -4.6479 -3.8214 0.7464 0.2766 -1.7930
O -12.5623 -4.2895 -6.3474 1.2970 0.2973 3.0320
O -10.7768 -3.2082 -4.7112 -1.6909 0.6852 -0.1238
H -8.6710 -2.9578 -4.6747 -0.4166 0.1193 -0.3984
H -9.3252 -3.9797 -3.4062 -0.2316 -0.1079 0.0495
H -8.7013 -5.5588 -4.9580 -0.1848 -0.5865 -0.4792
H -9.2943 -4.6874 -6.4099 -0.0973 0.1521 0.0464
C -7.8658 -4.7566 4.8505 -1.8663 -0.7739 -0.9745
C -8.7692 -5.7776 5.5644 -0.2050 -0.4148 0.1219
O -9.0983 -5.2278 6.8402 -0.7617 0.7541 0.2843
S -7.9663 -4.2670 7.3382 1.0728 0.7918 0.5033
O -6.9743 -5.1319 7.9523 -0.7344 1.5929 -0.8551
O -8.4681 -3.0936 8.0469 0.9111 -2.3276 -1.6589
O -7.4994 -3.7999 5.7683 0.8347 0.4564 3.6788
H -8.4705 -4.1541 4.1726 0.2701 -0.6152 -0.8002
H -7.0914 -5.3775 4.4000 0.4832 0.8268 -0.1632
H -8.2108 -6.6991 5.7294 -0.2681 -0.1153 -0.0138
H -9.7320 -5.9444 5.0815 0.3060 -0.1473 -0.1347
C -4.6525 5.0455 -7.4394 1.1635 0.2617 0.9733
C -4.8230 4.9782 -5.9201 -1.1573 -0.4905 0.3165
O -3.5282 4.9731 -5.3533 1.7455 0.8634 -0.9104
S -2.6589 6.1310 -6.1743 0.7220 0.3707 0.8533
O -1.2449 5.7484 -6.2882 -3.4206 0.4545 0.0357
O -2.9841 7.4374 -5.6111 0.4324 -2.2082 -1.1177
O -3.4800 5.9097 -7.5615 0.6098 0.3571 0.1645
H -5.4881 5.4606 -8.0030 0.1976 0.1413 0.2081
H -4.3563 4.0697 -7.8245 -0.1220 0.0414 -0.0993
H -5.3022 4.0451 -5.6239 0.0455 0.0333 0.0165
H -5.3675 5.8025 -5.4596 -0.2139 0.1719 -0.4390
```
Positions in Å, forces in eV/Å.

Values from the calculation:
DFT total energy   -184221.7956 eV
Total charge   +1
Spin multiplicity   1

=====

no.,HOMO (eV),LUMO level (eV),frontier orbital gap (eV)
1,-8.4,0.77,9.186
2,-8.6,0.79,9.362
3,-7.2,-5.22,2.012